[1]
Entry from OMol25: 17 unconnected molecules or ions with the total composition C26H48Cl32O5 (ωB97M-V/def2-TZVPD).

Output
LUMO level: 0.00764 hartree
Maximum force: 0.021 Eh/bohr

```
111
Properties=species:S:1:pos:R:3:forces:R:3
C -1.21422 1.38752 0.55879 -0.176 0.366 -0.394
C -0.23777 2.42532 -0.01038 -0.204 0.104 0.252
C -0.68347 3.13885 -1.29107 -0.054 0.389 0.294
O -0.04428 2.71231 -2.49934 -0.107 -0.401 0.573
C -0.33283 1.46280 -3.03068 -0.048 0.565 -0.929
C 0.91090 0.56286 -3.04564 -0.526 -0.136 -0.220
C 1.20430 -0.26177 -1.82448 0.483 -0.793 0.020
O 1.48224 -1.44369 -1.90584 -0.161 0.766 0.034
O -0.54377 1.75162 -4.46639 0.344 -0.825 0.018
C -1.75815 1.30140 -4.83867 -0.361 0.266 -0.412
O -2.07527 0.97345 -5.94649 0.168 0.606 0.745
O -2.55829 1.31007 -3.73998 0.190 -0.577 -0.457
C -1.70020 0.82764 -2.67707 -0.764 -0.161 0.046
C -1.78825 -0.69167 -2.66018 0.001 -0.176 0.579
C -3.25182 -1.12705 -2.40860 0.498 -0.078 -0.190
H -2.23501 1.76713 0.42597 0.036 -0.090 0.053
H -1.07670 1.25386 1.62931 0.161 -0.222 -0.054
H -1.15600 0.42802 0.03869 0.040 -0.080 0.235
H -0.12350 3.20602 0.75030 0.032 -0.039 -0.092
H 0.76381 2.01742 -0.16382 -0.028 0.089 0.064
H -0.38933 4.18013 -1.19389 -0.006 -0.176 -0.277
H -1.77518 3.14578 -1.39594 0.119 -0.136 -0.060
H 1.75170 1.22589 -3.27317 -0.119 -0.144 0.169
H 0.81483 -0.14056 -3.87612 0.073 0.038 0.079
H 1.21312 0.20646 -0.82719 -0.087 0.141 -0.082
H -2.20329 1.16481 -1.77421 0.538 0.318 0.073
H -1.17674 -1.06809 -1.83542 0.069 0.095 -0.093
H -1.37808 -1.15099 -3.56267 -0.040 0.173 -0.081
H -3.59851 -1.72314 -3.25088 -0.253 0.099 0.089
H -3.33646 -1.73155 -1.50458 0.013 0.010 -0.064
H -3.89724 -0.25832 -2.29071 -0.069 -0.086 -0.108
C 0.28265 -0.31312 4.51436 0.126 0.016 0.091
Cl -0.44153 -1.22882 3.18378 -0.016 -0.086 0.020
Cl -0.57008 1.20011 4.82074 -0.068 0.122 -0.160
H 0.23782 -0.92139 5.41027 -0.044 0.008 0.011
H 1.31005 -0.08277 4.26010 0.003 0.035 -0.066
C -2.97750 -0.74661 8.16615 -0.023 -0.004 0.064
Cl -2.33050 -1.09132 6.55395 -0.133 -0.045 0.086
Cl -1.86344 0.22933 9.12522 -0.011 -0.005 0.008
H -3.90494 -0.20028 8.04723 0.022 0.040 -0.034
H -3.14561 -1.68538 8.67934 0.048 -0.017 -0.006
C 4.82985 1.57750 -4.36972 0.073 -0.093 -0.022
Cl 3.68986 0.96911 -5.57673 -0.020 0.070 -0.025
Cl 4.21076 1.38186 -2.72051 0.249 0.022 0.036
H 5.74580 1.00560 -4.45480 -0.017 -0.049 0.036
H 5.01314 2.63047 -4.54974 -0.138 0.015 0.028
C 4.31908 -3.07759 -1.88380 -0.103 -0.010 -0.063
Cl 5.02831 -3.71719 -3.37165 -0.001 -0.005 0.007
Cl 5.40187 -1.92732 -1.08207 0.004 0.047 0.089
H 3.39742 -2.56207 -2.12527 0.047 0.004 -0.023
H 4.13581 -3.90108 -1.20507 0.060 -0.018 0.007
C 0.78265 3.13861 -7.30814 -0.038 -0.032 0.034
Cl 1.55055 2.47412 -8.75298 0.000 -0.043 -0.018
Cl 1.76090 4.42715 -6.58356 0.006 0.019 0.097
H -0.17549 3.55769 -7.58947 0.012 0.011 -0.014
H 0.66066 2.34867 -6.57784 0.036 -0.005 0.007
C 9.16267 -2.06065 -1.45895 -0.051 -0.007 -0.003
Cl 9.88032 -2.70565 -2.93969 -0.017 -0.014 -0.004
Cl 10.22733 -0.89845 -0.65484 -0.016 0.002 0.024
H 8.23692 -1.56137 -1.71459 0.017 0.025 -0.038
H 8.97586 -2.88331 -0.78006 0.046 -0.015 0.004
C 3.98333 1.32558 5.83669 0.080 0.001 0.115
Cl 2.43971 2.12471 6.16713 0.126 -0.043 0.007
Cl 4.04035 0.61602 4.21961 -0.017 0.161 -0.115
H 4.77821 2.05728 5.91110 -0.026 0.038 -0.022
H 4.12127 0.53191 6.56219 -0.022 -0.042 -0.036
C 5.58031 -3.14295 5.90000 -0.137 0.161 0.005
Cl 4.03169 -2.62397 5.22458 -0.022 -0.151 0.060
Cl 6.57031 -1.76256 6.41297 0.031 -0.037 0.022
H 5.38893 -3.76504 6.76408 -0.015 0.005 0.029
H 6.12082 -3.68762 5.14033 0.030 0.024 -0.058
C -2.77111 -4.38627 5.13164 -0.013 0.017 0.000
Cl -4.17993 -4.61453 4.09122 -0.005 0.000 0.017
Cl -1.28892 -5.01559 4.39395 0.047 0.112 0.017
H -2.63694 -3.32658 5.31032 -0.010 -0.079 -0.081
H -2.94100 -4.91557 6.06170 0.005 -0.038 -0.018
C -1.59405 -8.62906 4.67573 0.003 0.028 -0.010
Cl -2.63895 -9.38936 3.46929 -0.017 0.014 0.005
Cl -0.09851 -9.53879 4.93251 0.006 0.014 0.018
H -1.33777 -7.63433 4.33201 -0.010 -0.102 -0.017
H -2.13231 -8.58661 5.61498 -0.003 -0.046 0.004
C -7.39884 -1.90507 -3.08861 -0.135 0.016 0.017
Cl -6.36166 -2.10009 -4.50333 0.037 0.020 0.011
Cl -6.61906 -1.00572 -1.77691 -0.076 -0.005 -0.035
H -8.28179 -1.35633 -3.39222 0.010 0.029 0.003
H -7.66499 -2.88604 -2.71510 0.059 -0.019 0.010
C -2.90013 6.41639 -0.18321 -0.040 -0.055 -0.075
Cl -1.13480 6.44524 -0.29111 -0.006 0.216 0.057
Cl -3.46796 5.12798 0.88712 0.009 0.007 0.027
H -3.23958 7.36843 0.20527 0.024 -0.013 0.063
H -3.30176 6.23583 -1.17369 0.011 -0.046 -0.001
C -5.53808 2.81745 -3.28808 0.032 -0.135 -0.129
Cl -7.11577 3.60999 -3.24597 0.118 -0.063 0.015
Cl -4.55579 3.21362 -1.86786 -0.022 0.036 0.099
H -5.68491 1.74368 -3.30677 -0.010 -0.005 0.039
H -5.00527 3.14506 -4.17212 0.016 0.033 0.016
C 8.09194 -5.68788 7.45440 0.036 0.075 0.007
Cl 6.99684 -6.13760 6.13655 0.088 -0.162 -0.010
Cl 7.43305 -6.11590 9.03485 0.008 0.014 0.008
H 9.02847 -6.21244 7.31263 -0.022 -0.051 0.001
H 8.24187 -4.61455 7.42287 -0.036 0.004 0.000
C -10.67048 4.20026 -4.87568 -0.069 -0.006 -0.011
Cl -9.47446 4.18647 -6.17534 -0.004 -0.001 0.001
Cl -10.08159 5.00963 -3.41680 -0.093 0.042 -0.017
H -11.54690 4.73083 -5.22643 0.013 0.034 0.001
H -10.91607 3.17654 -4.62152 0.055 -0.015 0.013
C 2.43237 4.95928 -2.59296 -0.110 -0.104 -0.167
Cl 4.15407 4.89254 -2.99120 0.030 0.158 -0.004
Cl 2.14280 4.86933 -0.85204 0.199 0.080 0.103
H 2.02680 5.89325 -2.96238 0.055 0.038 0.030
H 1.93851 4.11483 -3.05769 -0.025 -0.054 0.005
```
Positions in Å, forces in eV/Å.

Mulliken atomic charge list, values in e, 6 entries: number 1, C, carries -0.534; number 2, C, carries -0.433; number 3, C, carries 0.854; number 4, O, carries -0.539; number 5, C, carries 0.334; number 6, C, carries 0.156

[2]
Entry from OMol25: a molecular structure, C26H48Cl3CuN5O3PSi (ωB97M-V/def2-TZVPD).

Output
Relative energy (zero: lowest compared OMol25 entry of this formula, charge and spin): 0.00 kJ/mol
LUMO level (spin up / spin down): 0.08434 / 0.08300 hartree
Maximum force: 0.075 Eh/bohr
Spin multiplicity: 2
Net charge: -1

```
88
Properties=species:S:1:pos:R:3:forces:R:3
C 2.87020 -2.08008 -1.78706 0.203 -0.145 0.380
C 2.50518 -1.49960 -3.12094 0.137 0.411 -0.945
H 2.23262 -2.92274 -1.51097 -0.041 -0.024 -0.118
H 2.76504 -1.30737 -1.01032 0.180 -0.530 -0.329
H 3.90290 -2.46611 -1.79040 -0.192 0.186 -0.022
C 2.37275 -2.25220 -4.22218 -0.027 0.665 0.486
C 2.53267 -3.73315 -4.25218 -0.025 -0.693 -0.349
H 2.14398 -1.78205 -5.17858 0.143 -0.025 0.292
H 1.84657 -4.28773 -3.58077 0.304 0.375 -0.151
H 3.56410 -4.05105 -4.01944 -0.320 0.068 0.012
H 2.31008 -4.06101 -5.27645 0.119 -0.223 0.259
Cu 2.39434 1.41028 -0.43669 1.100 1.024 -0.571
Cl 2.27369 2.05096 1.63272 0.131 0.389 -0.008
Cl 4.09161 2.29448 -1.80465 0.652 0.541 0.863
C 1.26596 4.45556 -0.53223 -0.110 -1.094 -1.255
O 1.06888 3.67518 -1.47433 0.114 1.131 1.273
N 0.30924 5.21437 0.04680 -0.631 0.299 0.058
C -1.05894 5.22669 -0.46173 -0.124 -0.203 0.016
C 0.62079 6.06128 1.18317 0.175 -0.023 -0.465
H 2.27068 4.59799 -0.08990 -0.256 -0.141 -0.078
H -1.76649 4.79842 0.26619 0.318 -0.189 -0.167
H -1.09440 4.66537 -1.40464 0.041 0.073 0.406
H -1.43932 6.23997 -0.64347 0.446 0.064 -0.034
H 1.60352 5.76283 1.55537 -0.166 0.164 0.139
H -0.12686 5.97002 1.97152 0.027 -0.244 0.036
H 0.63945 7.11191 0.87612 0.090 0.045 0.072
H -0.10421 -5.48911 1.59052 -0.262 -0.015 -0.061
H -2.01992 -5.05951 -0.55996 -0.211 0.251 0.143
C -1.11722 -5.88613 1.75432 0.088 0.030 0.223
C -2.77677 -4.85473 0.20906 -0.086 -0.108 -0.259
N -2.15227 -4.89876 1.51611 -0.010 -0.008 0.297
H -1.17953 -6.24035 2.78841 0.058 -0.006 -0.142
C -2.62871 -4.12022 2.51473 -0.771 1.112 -0.488
O -3.45424 -3.21762 2.35296 0.629 -1.360 0.533
H -3.24443 -3.87619 0.05415 0.242 -0.309 0.011
H -2.19791 -4.34353 3.50788 0.061 -0.012 -0.160
H -1.26322 -6.73580 1.08455 -0.025 0.019 0.113
H -3.54761 -5.64046 0.14567 0.120 0.190 -0.062
O 2.12443 0.47079 -1.88302 -3.433 -0.838 0.788
C 2.44236 0.04189 -3.13714 1.040 0.439 0.177
C 0.60832 0.21327 -5.01191 -0.138 0.390 -0.344
C 1.62637 0.79180 -4.23295 -0.163 -0.806 0.229
H 0.27829 -0.82754 -4.91413 0.380 0.452 0.160
C -0.02725 0.97634 -6.00630 0.299 -0.375 -0.314
H 3.47567 0.44559 -3.07372 0.224 -0.514 -1.685
C 1.87328 2.15584 -4.39907 0.145 0.660 0.250
H -0.69969 0.48973 -6.70926 -0.109 -0.048 0.275
C 0.27683 2.31544 -6.21634 -0.381 -0.027 0.565
C 1.14502 2.92444 -5.31450 0.617 -0.170 -0.529
H 2.64538 2.63790 -3.77085 -0.642 -0.367 -0.356
H -0.21279 2.88439 -7.01855 0.233 -0.255 0.413
H 1.34607 3.98577 -5.44452 0.103 -0.134 0.267
Si -1.34214 -0.42702 -0.88459 2.556 1.281 -2.599
Cl -2.40169 -1.29448 0.50407 -2.350 -1.181 0.984
C -0.54895 -1.97654 -1.81424 0.483 0.223 0.438
C -1.87190 0.38984 -2.46132 -0.763 -0.379 -0.271
C -0.88489 1.27271 -0.11888 0.872 0.114 0.128
H 0.14177 -1.65798 -2.63958 -0.839 -0.230 0.697
H -1.43757 -2.52066 -2.24226 0.665 0.661 0.301
H 0.00539 -2.71246 -1.20847 -0.223 0.288 -0.027
H -1.80911 1.70716 0.36321 0.935 -0.568 -0.269
H -0.56095 1.95414 -0.92911 -0.378 -0.364 0.338
H -0.00977 1.29401 0.54263 -0.633 -0.025 0.485
H -1.70887 -0.29172 -3.28773 -0.646 -0.051 -0.340
H -1.20244 1.23205 -2.63539 -0.222 0.026 0.062
H -2.90305 0.71143 -2.32268 -0.184 0.285 -0.628
C 0.07468 -0.70115 5.95274 -0.690 1.056 -0.597
N 0.76856 0.31602 5.14251 0.638 0.293 1.241
C 0.05896 1.61964 5.23700 -0.027 -1.003 -0.027
N -1.36252 1.52987 4.88848 -0.557 0.542 1.299
C -2.02856 0.48633 5.71499 1.221 -0.121 -0.591
N -1.35132 -0.80762 5.58969 -0.301 -0.631 1.267
C -1.53479 -1.42384 4.29380 0.532 0.726 -0.333
P -0.72696 -0.33335 2.98050 0.013 -0.630 -1.478
C 0.95434 -0.12828 3.77235 -0.675 0.326 0.045
C -1.56906 1.28586 3.47533 0.627 -0.610 0.103
H 0.10210 -0.40058 7.01171 0.217 -0.143 -0.224
H 0.55989 -1.67512 5.78699 -0.132 0.295 0.223
H 0.53813 2.35143 4.57426 0.001 -0.235 0.138
H 0.14995 1.94853 6.27994 -0.101 0.042 -0.156
H -3.06946 0.37632 5.37171 0.296 0.100 0.280
H -1.96558 0.75122 6.78294 -0.193 0.241 -0.377
H -1.03613 -2.40279 4.30322 -0.093 0.121 -0.111
H -2.60227 -1.58661 4.09484 0.260 0.080 -0.130
H 1.56710 0.60109 3.20486 -0.548 -0.524 0.360
H 1.49448 -1.09341 3.74715 -0.288 0.286 0.038
H -2.64884 1.26054 3.28351 0.175 -0.235 -0.163
H -1.15306 2.10997 2.88468 0.058 -0.146 0.049
```
Positions in Å, forces in eV/Å.

Mulliken atomic charge list, values in e, 6 entries: number 1, C, carries -1.477; number 2, C, carries 0.141; number 3, H, carries 0.332; number 4, H, carries 0.025; number 5, H, carries 0.354; number 6, C, carries 0.183